# H58O30Pt

A structure of composition H58O30Pt at a distorted geometry (ωB97M-V/def2-TZVPD, the Open Molecules 2025 dataset).

Cartesian coordinates (Å):
Pt (-14.11, -8.80, 2.53)
O (-14.16, -10.34, 0.86)
H (-14.94, -10.17, 0.31)
O (-12.98, -10.15, 3.75)
H (-13.35, -11.01, 3.68)
O (-12.03, -7.52, 2.10)
H (-11.49, -7.80, 1.34)
H (-11.50, -7.51, 2.91)
O (-11.66, -7.74, 4.86)
H (-12.08, -8.60, 4.66)
H (-12.31, -7.09, 4.84)
O (-13.61, -13.01, -0.56)
H (-13.79, -12.33, 0.10)
H (-12.65, -13.10, -0.43)
O (-18.80, -10.65, -0.15)
H (-18.62, -11.45, -0.66)
H (-19.69, -10.43, -0.46)
O (-17.38, -7.62, -3.24)
H (-16.51, -7.83, -3.59)
H (-17.48, -8.23, -2.42)
O (-12.83, -13.78, 2.39)
H (-12.19, -13.47, 3.03)
H (-12.33, -14.27, 1.72)
O (-14.79, -7.04, 4.47)
H (-15.72, -7.01, 4.09)
H (-14.99, -7.25, 5.37)
O (-16.58, -8.85, -0.31)
H (-17.28, -9.52, -0.18)
H (-16.17, -9.14, -1.21)
O (-15.63, -15.07, 2.59)
H (-14.79, -14.59, 2.59)
H (-15.40, -15.95, 2.96)
O (-10.56, -8.81, -0.06)
H (-10.42, -9.45, 0.69)
H (-10.08, -8.95, -0.88)
O (-18.01, -12.87, -1.53)
H (-17.44, -12.78, -2.30)
H (-17.71, -13.70, -1.13)
O (-16.74, -11.45, 1.94)
H (-17.45, -11.51, 1.25)
H (-15.81, -11.38, 1.55)
O (-11.12, -15.54, 0.48)
H (-11.03, -15.25, -0.41)
H (-11.34, -16.47, 0.39)
O (-17.34, -13.10, 4.20)
H (-16.86, -13.83, 3.74)
H (-17.30, -12.38, 3.58)
O (-15.55, -11.09, 5.59)
H (-14.76, -11.36, 6.00)
H (-16.11, -11.90, 5.65)
O (-15.20, -4.97, -1.45)
H (-15.78, -4.46, -0.89)
H (-15.81, -5.49, -2.03)
O (-16.03, -9.39, 3.47)
H (-16.29, -10.18, 2.95)
H (-15.78, -9.70, 4.37)
O (-14.33, -12.14, -3.09)
H (-13.54, -12.40, -3.61)
H (-13.98, -12.14, -2.18)
O (-11.53, -11.52, -2.76)
H (-10.91, -11.00, -3.31)
H (-12.09, -10.90, -2.22)
O (-9.95, -8.41, -2.59)
H (-10.83, -8.11, -2.90)
H (-9.46, -7.64, -2.88)
O (-12.91, -9.62, -1.32)
H (-12.26, -9.14, -0.76)
H (-13.41, -10.07, -0.53)
O (-11.17, -10.59, 1.70)
H (-11.83, -10.27, 2.35)
H (-11.69, -11.18, 1.18)
O (-16.03, -14.60, -0.59)
H (-15.93, -14.47, 0.40)
H (-15.17, -14.21, -0.91)
O (-12.36, -10.90, 6.29)
H (-12.54, -10.45, 5.44)
H (-12.08, -10.18, 6.84)
O (-15.22, -9.41, -2.77)
H (-14.35, -9.29, -2.32)
H (-15.19, -10.33, -3.14)
O (-11.01, -12.72, 4.18)
H (-11.21, -12.36, 5.08)
H (-10.76, -11.94, 3.59)
O (-15.40, -7.14, 1.53)
H (-15.93, -7.53, 0.78)
H (-14.88, -6.44, 1.15)
O (-11.07, -13.32, -0.71)
H (-10.74, -12.69, -1.41)
H (-10.41, -13.36, 0.01)

Computed properties:
2S+1 = 3
strongest force on any atom = 2.75 eV/Å
gap between HOMO and LUMO (spin up / spin down) = 8.20 / 9.18 eV
energy above the lowest of the compared OMol25 structures with the same formula, charge and spin = 0.0 kcal/mol
total charge = 0